This record from the OMol25 dataset describes C25H27Cl3KNO6P as an isolated structure. The level of theory is ωB97M-V with the def2-TZVPD basis set.

Calculated values
HOMO energy: -4.6991 eV
energy relative to the best compared isomer or geometry (same formula, charge and spin): 0.9422 eV
orbital gap: 0.2519 Eh
LUMO: 2.15 eV
charge: -1

Structure (XYZ):
```
64
Properties=species:S:1:pos:R:3:nbo_charge:R:1
K 0.13 -0.14 -0.24 0.89
Cl -5.28 -1.19 -5.32 -0.05
C -4.15 -0.48 -4.18 -0.08
C -3.87 -1.14 -3.00 -0.25
C -2.99 -0.58 -2.10 -0.13
Cl -2.67 -1.49 -0.60 -0.06
C -2.31 0.66 -2.31 0.40
O -1.48 1.17 -1.50 -0.82
C -2.66 1.26 -3.56 -0.14
Cl -1.90 2.79 -3.93 -0.03
C -3.54 0.73 -4.47 -0.24
H -4.35 -2.09 -2.78 0.23
H -3.75 1.25 -5.39 0.23
O 2.51 1.31 0.79 -0.77
C 3.50 0.77 1.65 -0.07
C 3.06 0.88 3.10 -0.41
C 1.73 0.19 3.39 -0.44
C 1.69 -1.27 3.02 0.24
C 2.59 -2.19 3.54 -0.26
C 2.51 -3.51 3.16 -0.16
C 1.52 -3.89 2.26 -0.27
C 0.66 -2.91 1.80 0.05
N 0.74 -1.63 2.16 -0.46
H 2.48 0.70 0.03 0.51
H 4.45 1.32 1.52 0.16
H 3.69 -0.27 1.38 0.18
H 2.97 1.94 3.37 0.21
H 3.85 0.47 3.74 0.19
H 0.92 0.68 2.85 0.24
H 1.50 0.30 4.46 0.21
H 3.35 -1.85 4.24 0.21
H 3.21 -4.24 3.55 0.21
H 1.42 -4.91 1.91 0.22
H -0.12 -3.15 1.08 0.20
O 2.32 -1.72 -3.13 -0.69
C 2.47 -0.82 -2.31 0.76
O 2.27 -0.87 -1.05 -0.86
C 2.89 0.57 -2.78 -0.10
C 1.90 1.53 -2.98 -0.22
C 2.20 2.83 -3.38 -0.25
C 3.52 3.12 -3.57 0.19
O 4.09 4.33 -3.96 -0.50
C 5.49 4.08 -4.05 0.24
O 5.75 2.74 -3.64 -0.51
C 4.51 2.18 -3.38 0.28
C 4.24 0.89 -2.99 -0.27
H 0.86 1.26 -2.82 0.23
H 1.42 3.56 -3.53 0.23
H 6.01 4.76 -3.38 0.15
H 5.81 4.20 -5.09 0.14
H 5.02 0.16 -2.86 0.22
C -2.11 1.94 3.54 -0.94
P -1.78 1.70 1.75 0.82
C -3.42 2.08 1.05 -0.95
C -0.89 3.24 1.35 -0.95
H -2.59 2.91 3.74 0.21
H -1.18 1.90 4.10 0.22
H -2.76 1.15 3.92 0.23
H -3.87 2.97 1.49 0.20
H -4.10 1.23 1.19 0.23
H -3.31 2.22 -0.02 0.26
H -1.43 4.14 1.67 0.21
H -0.76 3.28 0.27 0.26
H 0.10 3.24 1.81 0.23
```